Entry from the Open Molecules 2025 dataset: a cluster of 4 separate species, C41H70FIN5O8S in total at a distorted geometry (ωB97M-V/def2-TZVPD).

Calculated values
Multiplicity   1
E_LUMO   -0.1378 hartree
Orbital gap   6.85 eV
Net charge   +1

Last column: Mulliken charge in e.
CARTESIAN COORDINATES (ANGSTROEM)
I (-1.8719, 0.5053, 4.2737)  0.080
S (-6.2307, -1.4065, 0.2092)  -0.038
F (-1.0769, -2.2593, 1.5724)  -0.447
O (7.6095, 0.4551, 0.8356)  -0.265
O (-8.0883, -0.4568, 4.8181)  -0.454
O (3.4208, 7.7760, 1.7840)  -0.380
O (0.4053, 0.5953, 2.4423)  -0.497
O (-5.4590, 0.8449, 4.6581)  -0.341
O (9.5034, 1.9287, 2.5327)  -0.380
O (1.4914, 6.3424, 0.0911)  -0.246
O (-6.1324, -4.3039, 0.5329)  -0.295
N (-0.7013, 0.0307, -1.3568)  1.044
N (-2.7580, 3.1473, -2.2917)  -0.614
N (-4.5627, -3.1500, 1.5837)  0.204
N (-4.2987, -4.4468, 1.9141)  -0.548
N (-1.3481, -4.7800, 0.1815)  -0.179
C (9.4220, 2.0598, 1.1177)  -0.536
C (-0.7844, -1.8057, 0.3107)  0.234
C (-5.2426, -2.2834, -2.3617)  0.201
C (0.1022, -2.2587, -2.0116)  0.921
C (3.9190, 6.5059, 2.1791)  -0.675
C (-2.2028, -4.9499, -1.0177)  -0.485
C (-7.1107, -0.7394, 3.8229)  -0.323
C (-2.2887, 1.9013, -1.9585)  -0.110
C (2.2879, -3.0147, -3.2701)  -0.636
C (0.7157, -3.2498, -3.0584)  -0.977
C (-3.1515, -1.3361, -3.4573)  0.907
C (6.4341, -2.6119, -0.9086)  -1.078
C (-0.0157, -4.2400, -0.1541)  -1.633
C (8.0080, 1.8051, 0.6163)  -0.522
C (-5.6456, -3.0147, 0.7618)  0.252
C (5.2627, -3.6688, -0.7163)  -0.510
C (3.2010, -3.9403, -2.3630)  -0.688
C (3.3353, 7.9137, 0.3699)  -0.542
C (-8.6619, 0.8339, 4.6671)  -0.696
C (0.1232, -0.3331, -3.8014)  -1.059
C (10.0233, 0.6687, 2.9341)  -0.676
C (-4.6942, -1.5637, -3.6948)  -1.159
C (-1.0126, -0.3986, -0.0594)  0.652
C (1.9144, 7.6872, -0.1258)  -0.506
C (-1.6367, 0.5026, 1.0475)  -0.649
C (-6.2931, -1.3509, -1.6336)  -0.910
C (-5.5851, 1.1205, 6.0460)  -0.833
C (-0.9487, -0.8155, -4.8576)  -0.757
C (0.6753, 6.2102, 1.2472)  -0.803
C (-0.7855, 0.5448, 2.3722)  0.169
C (-5.2992, -5.1171, 1.2486)  -0.028
C (-0.1738, -0.8268, -2.3374)  0.649
C (-5.6997, -0.5275, 4.3518)  -0.080
C (3.8576, -3.0664, -1.1995)  -0.228
C (-1.6730, 3.9926, -2.3344)  -0.395
C (-0.2642, 3.7470, -2.0560)  -0.694
C (-0.9412, 1.4409, -1.6851)  -0.819
C (-0.2093, -2.7717, -0.6567)  0.386
C (0.1856, 2.3944, -1.6993)  -0.172
C (6.7913, 0.3132, 1.9881)  -0.859
C (-2.4361, -0.4044, -4.5153)  -0.791
H (1.1044, -0.8254, -4.0860)  0.347
H (-5.5076, -1.1602, 5.2243)  0.341
H (9.7863, 0.5256, 3.9891)  0.247
H (-4.9870, -0.8107, 3.5696)  0.043
H (-5.6197, -3.3221, -2.5788)  0.540
H (3.6841, 6.3639, 3.2347)  0.260
H (-4.3662, -2.4105, -1.6515)  -0.450
H (-2.4868, 0.6967, -4.2670)  0.164
H (5.4913, -4.5521, -1.3743)  0.338
H (9.5883, -0.1562, 2.3662)  0.262
H (0.6378, 5.1535, 1.5171)  0.202
H (0.2345, -3.1710, -4.0728)  0.087
H (5.7712, 0.6383, 1.7566)  0.278
H (3.1371, -3.0237, -0.3283)  -0.041
H (3.6292, 8.9403, 0.1314)  0.383
H (5.0061, 6.4804, 2.0547)  0.312
H (7.2976, 2.4991, 1.0773)  0.353
H (1.0711, 6.7707, 2.0963)  0.400
H (0.3212, 0.7727, -3.8692)  0.483
H (11.1111, 0.6629, 2.8145)  0.327
H (2.4888, -1.9375, -3.0139)  0.276
H (0.5469, -4.1620, 0.8289)  0.438
H (-3.0214, -0.5106, -5.4835)  0.496
H (-7.2278, -1.7937, 3.5518)  0.188
H (-6.0268, -0.2852, -1.9170)  0.344
H (6.7697, -0.7425, 2.2630)  0.205
H (-2.6252, 0.0165, 1.3237)  0.324
H (2.4994, -3.1179, -4.3774)  0.370
H (0.5990, -4.8929, -0.8322)  0.382
H (1.2194, 8.3922, 0.3406)  0.366
H (-5.2748, -0.6381, -3.9442)  0.409
H (10.1395, 1.3964, 0.6247)  0.328
H (6.4935, -2.3662, -2.0137)  0.288
H (-0.6892, -0.3015, -5.8347)  0.470
H (4.0384, 7.2389, -0.1288)  0.315
H (1.8906, 7.8589, -1.2068)  0.351
H (-5.3279, -6.2258, 1.3632)  0.394
H (-3.0524, -0.8388, -2.4388)  -0.503
H (-1.5318, -5.1458, -1.9021)  0.252
H (-6.4620, 0.6389, 6.4834)  0.350
H (-9.4041, 0.8166, 3.8627)  0.320
H (-1.9325, 5.0494, -2.6362)  0.391
H (2.6851, -4.8575, -1.9697)  0.246
H (4.0499, -2.0079, -1.5311)  0.301
H (-7.3413, -1.5029, -2.0215)  0.397
H (3.4663, 5.6906, 1.6106)  0.259
H (4.0570, -4.3104, -3.0070)  0.467
H (-2.8937, -5.8399, -0.9205)  0.395
H (-3.0941, 1.1103, -1.8904)  0.503
H (-1.2268, -5.6700, 0.6764)  0.326
H (0.4755, 4.5844, -2.1137)  0.367
H (7.9860, 1.9724, -0.4655)  0.360
H (9.6982, 3.0910, 0.8768)  0.369
H (-7.2879, -0.1396, 2.9240)  0.360
H (-4.6844, 0.7871, 6.5728)  0.321
H (-5.6848, 2.1997, 6.1697)  0.270
H (-2.6148, -2.3207, -3.3735)  0.031
H (7.1722, 0.8841, 2.8374)  0.502
H (1.2378, 2.0999, -1.4795)  0.521
H (7.4445, -3.0374, -0.6407)  0.369
H (6.2161, -1.6479, -0.3772)  0.209
H (-2.8650, -4.0418, -1.1687)  -0.058
H (-0.3401, 6.5534, 1.0241)  0.316
H (-1.8893, 1.5453, 0.7228)  0.292
H (-4.7875, -2.3486, -4.5076)  0.307
H (-9.1633, 1.0925, 5.6006)  0.260
H (-7.9099, 1.5967, 4.4549)  0.288
H (0.5861, -4.3298, -2.7531)  0.538
H (5.2306, -3.9336, 0.3762)  0.336
H (-0.9403, -1.9161, -5.0722)  0.332

=====

Entry from the Open Molecules 2025 dataset: a cluster of 7 separate species, C41H70N4O14S8 in total at a distorted geometry (ωB97M-V/def2-TZVPD).

Calculated values
Multiplicity   1
SMILES   CCN(CC)C(=S)SCCCc1ccc(CON=O)c2nccnc12.O=S1(=O)CCCC1.O=S1(=O)CCCC1.O=S1(=O)CCCC1.O=S1(=O)CCCC1.O=S1(=O)CCCC1.O=S1(=O)CCCC1
E_LUMO   -0.0096 hartree
Orbital gap   7.59 eV
Net charge   0

Last column: Mulliken charge in e.
CARTESIAN COORDINATES (ANGSTROEM)
S (-2.3036, -5.2319, -4.7899)  0.992
S (3.4018, -4.7966, 3.8012)  1.170
S (-3.5754, -0.3474, 0.3289)  0.134
S (4.7226, -1.5880, -6.0074)  1.291
S (-1.4873, -1.2409, -1.5736)  0.123
S (-5.4567, 0.4412, 6.2545)  1.273
S (-6.3445, 3.4093, 1.9363)  1.078
S (6.7106, 4.8457, -1.5269)  1.106
O (3.7348, -6.1881, 3.6401)  -0.674
O (3.2369, 0.7746, -0.0577)  -0.226
O (-7.1656, 4.1800, 1.0364)  -0.719
O (2.2473, -4.3896, 4.5619)  -0.650
O (-2.5911, -6.3261, -5.6809)  -0.698
O (-6.8280, 0.8573, 6.0947)  -0.703
O (7.9499, 4.6088, -2.2190)  -0.704
O (-4.4230, 0.8906, 5.3556)  -0.703
O (-5.8971, 2.0836, 1.5887)  -0.527
O (4.0182, -1.3324, -7.2396)  -0.700
O (5.4669, 4.3110, -2.0237)  -0.576
O (1.8338, -0.5597, 0.8312)  -0.346
O (-2.4998, -5.3514, -3.3659)  -0.541
O (4.5269, -2.8172, -5.2811)  -0.687
N (1.5916, 0.6705, -3.4591)  -0.175
N (2.3163, -0.2952, -0.1934)  0.274
N (-2.5173, -2.8406, 0.2590)  0.623
N (-1.1564, 1.3376, -3.7358)  -0.326
C (-5.3801, -1.3425, 6.3526)  -0.678
C (-5.9526, 3.5572, 4.5173)  0.084
C (6.8841, 4.3866, 0.2038)  -0.484
C (1.0943, 2.8545, -0.5687)  -0.872
C (-0.6417, -4.6485, -5.1049)  -0.649
C (3.1333, 1.6091, -1.2550)  -0.113
C (5.9961, 6.6949, 0.1897)  -0.532
C (-2.5163, -1.5858, -0.3288)  -0.896
C (-4.7456, -0.6192, 8.5968)  -0.659
C (0.8413, 0.2126, -4.4152)  -0.194
C (6.8368, 5.6977, 0.9992)  -0.691
C (5.8668, 0.0286, -4.2904)  -0.616
C (-3.3417, -2.9430, 1.4798)  -1.057
C (-3.1465, -3.7584, -5.3831)  -0.851
C (-0.5203, 0.5493, -4.5477)  -0.810
C (-0.8127, -3.5895, -6.1888)  -0.671
C (-5.1160, 4.6994, 3.9243)  -1.009
C (-4.9226, 0.7575, 7.9423)  -0.738
C (5.2990, -2.9953, 3.2651)  -0.784
C (6.5042, 6.6007, -1.2456)  -0.784
C (4.4852, -0.2154, -4.8886)  -0.346
C (-2.6161, -2.4126, 2.7217)  -1.079
C (4.8373, -3.9006, 4.4144)  -0.667
C (-2.0438, -2.7686, -5.7786)  0.083
C (-2.5032, 2.9252, -1.8086)  -1.704
C (-0.2716, 3.1760, -0.6998)  -0.261
C (6.8553, -0.0796, -5.4598)  -0.775
C (-1.0165, 2.6441, -1.7263)  0.238
C (0.9617, 1.4814, -2.5605)  0.487
C (-7.1078, 3.3338, 3.5485)  -0.896
C (-3.2277, 2.2464, -0.6216)  0.200
C (6.4874, -1.3392, -6.2560)  -0.708
C (-2.8920, -3.9061, -0.6985)  0.116
C (4.0645, -2.6732, 2.4123)  -0.390
C (3.3452, -4.0010, 2.1992)  -0.682
C (-4.9171, 4.3855, 2.4359)  -0.595
C (-2.0941, -5.1817, -0.4516)  -1.234
C (-0.4024, 1.8061, -2.6992)  0.518
C (-3.8627, 0.8800, -0.9740)  -1.030
C (-4.3926, -1.6147, 7.4831)  -0.550
C (1.6974, 2.0019, -1.4669)  0.157
H (-4.9412, 1.0116, -0.9666)  0.450
H (0.0776, -2.9688, -6.2802)  0.295
H (-4.4563, -2.6457, 7.8261)  0.367
H (-5.6792, -0.9228, 9.0742)  0.297
H (-2.0177, -5.7809, -1.3521)  0.434
H (6.4247, 5.5361, 1.9939)  0.348
H (-2.7063, -3.6049, -1.7192)  -0.176
H (-3.5592, 0.5293, -1.9534)  0.654
H (-3.7799, -3.3730, -4.5877)  0.379
H (-2.5272, 2.0386, 0.1813)  0.482
H (-3.9838, 1.3056, 7.8931)  0.405
H (-5.3462, 2.6555, 4.5843)  -0.215
H (6.0531, 3.7303, 0.4561)  0.208
H (4.1534, 0.6383, -5.4792)  0.289
H (-2.6290, 4.0028, -1.7473)  0.486
H (-0.7245, 3.8167, 0.0411)  0.484
H (4.9425, 6.4101, 0.2308)  0.293
H (3.7292, -0.4740, -4.1506)  0.166
H (-5.6500, 5.6459, 4.0363)  0.338
H (7.8246, 3.8574, 0.3316)  0.397
H (-6.3156, 3.7974, 5.5158)  0.556
H (7.4832, 7.0665, -1.3527)  0.371
H (-2.5781, -5.8064, 0.3007)  0.366
H (-7.5962, 2.3699, 3.6723)  0.452
H (7.0000, -2.2217, -5.8786)  0.359
H (-2.3781, -2.1126, -6.5816)  0.496
H (3.7736, 2.4705, -1.1091)  0.128
H (4.3365, -2.2116, 1.4645)  0.299
H (7.8477, 6.0903, 1.1233)  0.294
H (-2.8732, 2.5424, -2.7499)  0.474
H (5.8141, 7.0048, -1.9822)  0.397
H (-4.8740, 5.2816, 1.8216)  0.524
H (5.7739, -2.0921, 3.6456)  0.353
H (-3.4920, -4.0048, 1.6504)  0.724
H (2.3094, -3.8908, 1.8860)  0.354
H (-2.8549, -1.3781, 2.9431)  0.265
H (-6.3787, -1.7003, 6.6014)  0.338
H (3.4125, -1.9806, 2.9483)  0.247
H (-5.6780, 1.3584, 8.4420)  0.393
H (5.9227, 1.0006, -3.8014)  0.309
H (6.6786, -1.2276, -7.3200)  0.366
H (-1.0997, -4.9711, -0.0676)  0.205
H (-3.7576, -4.0501, -6.2349)  0.373
H (-7.8419, 4.1375, 3.6055)  0.374
H (-4.1576, 4.8031, 4.4316)  0.379
H (4.5186, -3.3238, 5.2803)  0.358
H (6.0363, -3.5207, 2.6548)  0.326
H (6.0896, -0.7383, -3.5449)  0.358
H (-3.9788, -0.5883, 9.3690)  0.334
H (-0.0169, -5.4866, -5.4038)  0.448
H (-3.3724, -1.4378, 7.1365)  0.281
H (-1.7933, -2.1393, -4.9212)  -0.329
H (6.0855, 7.7084, 0.5771)  0.345
H (-3.9494, -4.1532, -0.5987)  0.211
H (7.8870, -0.1228, -5.1144)  0.371
H (1.6702, 3.2612, 0.2486)  0.481
H (-1.5503, -2.5575, 2.5742)  0.318
H (-4.3357, -2.5105, 1.3661)  0.441
H (-0.2668, -4.2107, -4.1794)  0.313
H (3.5168, 1.0210, -2.0812)  -0.169
H (5.5981, -4.6190, 4.7082)  0.377
H (-4.0290, 3.7779, 2.2694)  0.232
H (-0.9899, -4.0681, -7.1543)  0.331
H (3.8833, -4.6374, 1.4974)  0.363
H (-3.9750, 2.9151, -0.2062)  -0.245
H (-1.0728, 0.1294, -5.3782)  0.672
H (6.7604, 0.8009, -6.0979)  0.313
H (-5.0652, -1.7426, 5.3914)  0.304
H (-2.8793, -3.0488, 3.5628)  0.331
H (1.2901, -0.4506, -5.1448)  0.473